Entry from OMol25: one molecule with the formula C3H2ClNOS in a non-equilibrium geometry (the ωB97M-V functional and the def2-TZVPD basis).

Properties
Orbital gap   9.085 eV
Energy relative to the best compared isomer or geometry (same formula, charge and spin)   26.2 kcal/mol
HOMO energy   -8.668 eV
SMILES string   O=c1sccn1Cl
DFT total energy   -1103.8368 Eh

ORCA input file:
```
! RIJCOSX wB97M-V def2-TZVPD def2/J DEFGRID3
* xyz 0 1
Cl -1.0774 -1.8816 1.3641
S 1.2311 0.4031 -1.3746
O 1.1894 -2.1627 -0.5336
N -0.4381 -0.7164 0.3289
C 0.0148 1.3131 -0.4046
C 0.7763 -1.0489 -0.4734
C -0.6258 0.5748 0.4886
H -1.2353 1.1223 1.1436
H 0.1651 2.3962 -0.5390
*
```